Molecular formula: C9H9O3S
Method: DFT, the ωB97M-V functional and the def2-TZVPD basis

As for the energy above the lowest of the compared OMol25 structures with the same formula, charge and spin: 90.4 kJ/mol. The spin multiplicity is 1. As for the max |F|: 3.16 eV/A. As for the charge: -1. As for the electronic energy: -972.27713 Eh.

Positions of all 22 atoms, in Å:
C: 3.1196 -0.0942 -0.4819
C: 2.2878 1.0115 -0.4330
C: 2.5762 -1.3543 -0.2876
C: 0.9317 0.8715 -0.2101
C: 1.2254 -1.5009 -0.0525
C: 0.3660 -0.3946 -0.0198
C: -2.0265 -0.0616 -0.9481
C: -1.8528 1.0639 1.4724
C: -1.0671 -0.5913 0.1124
O: -1.7715 1.0779 -1.4153
O: -3.0194 -0.7679 -1.2117
O: -1.7429 2.2053 0.7879
S: -1.6689 -2.1160 0.7693
H: 4.1794 0.0238 -0.6694
H: 2.7020 2.0013 -0.5743
H: 3.2117 -2.2305 -0.3301
H: 0.3092 1.7485 -0.1805
H: 0.8090 -2.4889 0.0863
H: -2.8459 0.6407 1.6070
H: -1.1726 0.9517 2.3093
H: -1.8433 1.9652 -0.2126
H: -2.7071 -1.9609 -0.1177

=====

Molecular formula: C9H9P
Method: DFT, the ωB97M-V functional and the def2-TZVPD basis

As for the energy above the lowest of the compared OMol25 structures with the same formula, charge and spin: 311.2 kJ/mol. The spin multiplicity is 1. As for the max |F|: 5.12 eV/A. As for the electronic energy: -689.49205 Eh.

Positions of all 19 atoms, in Å:
C: 2.2461 -0.9311 -1.0254
C: 3.1740 -0.0299 -0.6049
C: 0.8608 -0.7949 -0.7124
C: 2.7862 1.1464 -0.0458
C: 0.4962 0.3293 -0.0107
C: 1.4527 1.3245 0.2499
C: -3.1718 -0.4917 0.6174
C: -3.0312 -1.4033 -0.2953
C: -3.2955 0.6344 1.2275
P: 1.0865 2.7407 1.2834
H: 2.7407 -1.8075 -1.5573
H: 4.2496 -0.0738 -0.6231
H: 0.2005 -1.5465 -0.8173
H: 3.4895 1.8136 0.2683
H: -0.4595 0.3863 0.3070
H: -2.4431 -1.1442 -1.0314
H: -3.5272 -2.3268 -0.2362
H: -2.6704 0.8662 2.0433
H: -4.1840 1.3084 0.9628

=====

Molecular formula: CAg5O3
Method: DFT, the ωB97M-V functional and the def2-TZVPD basis

As for the energy above the lowest of the compared OMol25 structures with the same formula, charge and spin: 0.0 kJ/mol. The spin multiplicity is 1. As for the max |F|: 9.00 eV/A. As for the charge: +3. As for the electronic energy: -997.47147 Eh.

Positions of all 9 atoms, in Å:
Ag: -1.4657 -2.3262 -0.5252
Ag: -1.6502 2.2999 1.8684
Ag: 2.0199 -2.4200 -1.5796
Ag: 0.7460 2.6986 -1.8955
Ag: -0.4967 -0.8168 2.9605
C: 0.2358 0.1415 -0.1759
O: 0.8179 -0.3075 -1.2397
O: -0.2651 -0.6601 0.5614
O: 0.0580 1.3905 0.0256